# 1
Density functional theory data (ωB97M-V/def2-TZVPD) for 4 unconnected molecules or ions with the total composition C12H30Cl3N3O3.

## Properties
HOMO level ... -9.2 eV
Frontier orbital gap ... 9.7146 eV
Net charge ... 0
SMILES string ... COC[C@H](C)N.COC[C@H](C)N.ClC(Cl)Cl.CN(C)C=O
Max |F| ... 0.0311 Eh/bohr

Structure (XYZ):
```
51
C12H30Cl3N3O3 | OMol25 | ωB97M-V/def2-TZVPD
H -1.51 -3.99 -0.46
H 0.17 0.21 -5.46
C 0.20 -0.28 -3.34
O 1.16 -2.95 2.60
H -0.15 -5.11 -0.80
C -0.44 3.43 1.18
H 0.86 4.78 2.24
O -0.32 -0.21 -0.99
H -0.91 2.48 1.46
H 0.65 2.17 -0.12
H -1.01 -1.72 -2.26
H 2.04 0.34 -1.11
H -1.53 0.68 0.38
H 0.80 -2.18 -3.75
C 2.81 0.27 -0.36
Cl 3.81 1.70 -0.45
H 0.31 2.26 4.50
C -0.65 2.68 4.19
H -1.80 -0.18 -2.43
H -0.81 -5.93 1.44
H 0.06 -3.39 -0.98
C 0.37 3.23 -0.08
H -1.53 -4.59 2.38
H -1.26 5.17 0.50
C -0.81 -0.63 -2.27
C 0.37 3.81 2.41
C -0.43 -4.14 -0.37
H -1.92 4.67 1.85
H -0.78 -1.17 -5.04
H 0.72 0.64 -3.07
Cl 2.02 0.11 1.20
Cl 3.70 -1.22 -0.74
H -0.89 -0.94 0.86
O -0.44 3.91 3.55
C -0.61 -4.99 1.95
H 1.19 3.09 2.58
H 0.08 -5.18 2.76
C 0.81 -3.09 1.46
C -0.50 -0.18 -4.69
N 1.25 -1.32 -3.47
H -1.22 1.99 3.55
H -2.21 -0.80 -0.30
H -1.27 2.86 5.07
H 1.30 3.79 -0.02
H 1.65 -1.51 -2.55
H 1.13 -2.43 0.63
N -0.01 -4.06 1.00
H -1.37 0.48 -4.63
C -1.28 -0.33 0.04
H -0.18 3.46 -0.99
N -1.61 4.32 0.95
```



# 2
Density functional theory data (ωB97M-V/def2-TZVPD) for 2 unconnected molecules or ions with the total composition CH2FO4S.

## Properties
HOMO level ... -4.9 eV
Frontier orbital gap ... 9.0295 eV
Net charge ... -1
Max |F| ... 0.0825 Eh/bohr

Structure (XYZ):
```
9
CH2FO4S | OMol25 | ωB97M-V/def2-TZVPD
O -0.01 0.52 0.96
F 1.53 -0.90 -0.21
H -1.80 0.16 -0.58
O 2.28 1.19 0.72
S 1.12 0.68 0.08
O -2.17 -1.16 0.75
H -0.48 -1.00 -0.52
O 0.85 1.11 -1.24
C -1.32 -0.61 0.03
```



# 3
Density functional theory data (ωB97M-V/def2-TZVPD) for a molecular structure, C2H7BO2S.

## Properties
HOMO level ... -9.5 eV
Frontier orbital gap ... 10.0483 eV
Net charge ... 0
Max |F| ... 0.0824 Eh/bohr

Structure (XYZ):
```
13
C2H7BO2S | OMol25 | ωB97M-V/def2-TZVPD
B 1.82 -1.02 0.38
H -0.42 0.32 2.06
H -0.21 -1.29 2.95
O 1.13 -0.78 1.44
H 0.45 1.42 -1.14
C -0.51 0.84 -1.56
C -0.17 -0.68 1.89
S 2.92 -1.27 -0.80
H 0.39 -3.73 -1.26
H -0.89 -1.12 1.15
O -1.33 0.54 -0.78
H 0.87 -4.26 -1.56
H -0.39 0.58 -2.69
```



# 4
Density functional theory data (ωB97M-V/def2-TZVPD) for a molecular structure, C25H24FN4O6RuS3Te.

## Properties
HOMO level (alpha / beta) ... -0.5 / 0.1 eV
Frontier orbital gap (alpha / beta) ... 4.6498 / 4.0663 eV
Multiplicity ... 2
⟨S²⟩ ... 0.81
Net charge ... -2
Max |F| ... 0.0112 Eh/bohr

Structure (XYZ):
```
65
C25H24FN4O6RuS3Te | OMol25 | ωB97M-V/def2-TZVPD
H 2.25 3.55 3.40
N 2.82 0.18 0.11
C 5.12 2.74 1.72
S 3.63 2.66 0.70
S 5.49 0.35 0.48
C 4.34 -4.94 -1.70
C -4.66 -2.56 -2.10
C 0.77 6.96 0.45
H 7.04 1.73 1.65
C 2.31 -1.97 -0.47
H 4.90 2.31 2.71
C 1.11 2.19 2.21
H -6.70 -1.01 0.78
O 1.09 -1.75 -0.24
H 4.60 -1.88 -0.94
H -4.64 -1.31 2.20
O 0.65 2.26 1.04
C 6.19 1.95 1.00
C 3.82 0.94 0.42
C 1.25 3.52 2.97
S -1.48 0.20 -0.36
C -4.75 -1.49 0.07
C -3.93 -3.17 -3.27
C -4.12 -0.92 1.31
H -6.56 -2.91 -3.03
Ru 0.79 0.25 0.29
O 3.17 5.54 2.69
C -0.03 4.86 1.37
O 1.45 1.18 2.83
H 0.73 -4.04 -0.72
H -3.48 -4.13 -3.00
C 2.13 5.62 2.06
C -0.22 5.92 0.58
O 0.70 7.97 -0.23
H -8.68 -2.33 -2.15
F -1.35 6.05 -0.13
H -4.21 0.17 1.32
H 6.55 2.50 0.13
N 1.10 4.71 2.13
H 3.62 -6.92 -2.09
H 5.38 3.79 1.84
O 5.03 -2.74 -1.25
H -8.78 -2.44 -0.39
C -8.32 -1.89 -1.22
C -6.14 -1.45 -0.03
H -0.74 4.05 1.42
C 3.36 -5.91 -1.76
N 3.28 -1.08 -0.32
H -4.61 -3.34 -4.10
C 2.71 -3.33 -0.92
H -3.11 -2.53 -3.59
N 1.89 6.69 1.22
C -6.05 -2.51 -2.16
C -3.99 -2.04 -0.98
H 1.27 -6.36 -1.47
C 4.04 -3.65 -1.28
H -3.06 -1.15 1.39
H 5.37 -5.16 -1.97
Te -1.84 -2.12 -0.86
C -6.81 -1.96 -1.14
C 2.05 -5.61 -1.41
C 1.74 -4.32 -1.00
H -8.67 -0.86 -1.17
H 2.65 7.36 1.16
H 0.53 3.55 3.79
```



Relative energy (zero: lowest compared OMol25 entry of this formula, charge and spin): 0.0 93.1 297.8 61.8 (kJ/mol)